# C43H70NO19P2

8 unconnected molecules or ions with the total composition C43H70NO19P2 in a non-equilibrium geometry (ωB97M-V/def2-TZVPD, the OMol25 dataset).

```
135
Properties=species:S:1:pos:R:3:mulliken_spin:R:1
C -21.245 5.223 -1.920 0.000
C -20.758 3.840 -1.249 -0.002
C -20.539 2.818 -2.448 0.000
C -19.234 3.043 -3.181 0.000
C -17.928 3.254 -2.261 0.000
C -18.119 4.340 -1.170 0.000
N -19.499 4.080 -0.463 0.000
O -19.760 4.481 0.855 0.001
C -17.953 5.769 -1.701 0.000
C -17.035 4.027 -0.164 0.000
C -21.820 3.209 -0.358 -0.003
H -21.335 6.020 -1.182 0.000
H -22.280 5.054 -2.218 0.000
H -20.772 5.628 -2.815 0.000
H -21.318 2.808 -3.211 0.000
H -20.716 1.791 -2.130 0.000
H -19.373 3.973 -3.733 0.000
H -19.119 2.189 -3.848 0.000
H -17.222 3.693 -2.966 0.000
H -17.536 2.285 -1.950 0.000
H -18.716 6.219 -2.337 0.000
H -16.933 5.849 -2.076 0.000
H -17.801 6.488 -0.896 0.000
H -16.095 4.178 -0.694 0.000
H -16.900 3.042 0.283 0.000
H -16.974 4.754 0.646 0.000
H -21.508 2.383 0.281 -0.007
H -22.662 2.806 -0.922 0.003
H -22.340 3.837 0.366 0.012
C -18.744 -0.988 -0.847 0.000
C -18.583 0.022 0.092 0.000
C -19.618 0.299 0.948 0.000
C -20.831 -0.434 0.866 -0.001
C -20.916 -1.517 0.002 0.000
C -19.854 -1.760 -0.928 0.000
O -20.089 -2.564 -1.987 0.000
O -19.501 1.411 1.859 0.000
H -17.917 -1.217 -1.503 0.000
H -17.701 0.645 0.081 0.000
H -21.528 -0.158 1.644 0.001
H -21.824 -2.089 -0.111 0.000
H -21.032 -2.713 -2.089 0.000
H -18.754 1.433 2.461 0.000
C -14.694 4.543 -4.185 0.000
C -15.686 5.521 -4.537 0.000
C -16.498 5.264 -5.677 0.000
C -16.211 4.208 -6.486 0.000
C -15.168 3.360 -6.234 0.000
C -14.486 3.437 -5.032 0.000
O -13.580 2.521 -4.620 0.000
O -17.435 6.184 -6.075 0.000
H -14.040 4.553 -3.325 0.000
H -15.797 6.339 -3.839 0.000
H -16.661 4.032 -7.452 0.000
H -14.816 2.703 -7.016 0.000
H -13.724 2.271 -3.705 0.000
H -18.177 6.022 -6.663 0.000
C -17.168 3.544 3.160 0.000
C -16.475 4.670 3.406 0.000
C -15.155 4.652 3.592 0.000
C -14.459 3.494 3.709 0.000
C -15.170 2.287 3.609 0.000
C -16.538 2.320 3.319 0.000
O -17.248 1.243 3.377 0.000
O -14.449 5.846 3.542 0.000
H -18.217 3.662 2.931 0.000
H -17.064 5.563 3.251 0.000
H -13.396 3.533 3.894 0.000
H -14.718 1.307 3.632 0.000
H -16.989 0.578 4.019 0.000
H -15.061 6.573 3.402 0.000
C -25.177 4.123 2.291 0.023
C -24.990 5.526 2.339 0.110
C -23.724 6.068 2.747 0.258
C -22.711 5.174 3.231 0.046
C -22.942 3.880 3.244 0.049
C -24.153 3.325 2.820 0.249
O -24.281 1.957 2.886 0.138
O -23.673 7.470 2.809 0.133
H -26.114 3.709 1.947 0.001
H -25.851 6.160 2.186 -0.002
H -21.830 5.563 3.718 0.000
H -22.113 3.310 3.637 -0.002
H -25.136 1.615 2.615 -0.006
H -23.131 7.897 3.476 -0.003
C -25.715 4.226 -1.675 -0.001
O -25.564 4.998 -2.949 0.000
P -25.314 6.615 -2.858 0.000
O -24.116 7.010 -2.006 0.000
O -25.338 7.084 -4.440 0.000
C -24.185 7.374 -5.203 0.000
O -26.870 7.044 -2.454 0.000
C -27.202 8.425 -2.497 0.000
H -25.009 3.401 -1.578 0.000
H -26.775 3.980 -1.615 0.000
H -25.378 4.813 -0.821 0.002
H -23.370 7.335 -4.480 0.000
H -24.151 8.332 -5.721 0.000
H -23.974 6.586 -5.925 0.000
H -28.153 8.601 -1.994 0.000
H -27.426 8.973 -3.412 0.000
H -26.497 8.934 -1.840 0.000
C -12.898 3.185 0.285 0.000
O -13.221 1.815 0.119 0.000
P -13.288 1.180 -1.365 0.000
O -14.302 1.838 -2.272 0.000
O -13.512 -0.431 -1.136 0.000
C -14.642 -0.955 -0.345 0.000
O -11.760 1.438 -1.823 0.000
C -10.719 0.617 -1.154 0.000
H -12.649 3.873 -0.523 0.000
H -12.083 3.269 1.004 0.000
H -13.709 3.691 0.808 0.000
H -14.267 -1.915 0.010 0.000
H -15.470 -1.155 -1.024 0.000
H -14.837 -0.326 0.524 0.000
H -10.056 1.364 -0.718 0.000
H -10.078 0.062 -1.839 0.000
H -11.068 -0.052 -0.368 0.000
C -20.306 5.016 -6.317 0.000
O -19.863 5.622 -7.541 0.000
C -20.890 5.925 -8.462 0.000
C -20.229 6.759 -9.612 0.000
O -19.884 8.115 -9.191 0.000
C -19.470 8.923 -10.268 0.000
H -21.239 4.453 -6.330 0.000
H -20.548 5.807 -5.607 0.000
H -19.422 4.482 -5.969 0.000
H -21.605 6.649 -8.071 0.000
H -21.502 5.076 -8.764 0.000
H -20.905 6.927 -10.450 0.000
H -19.455 6.137 -10.063 0.000
H -18.827 8.433 -11.001 0.000
H -18.973 9.832 -9.928 0.000
H -20.294 9.328 -10.855 0.000
```

- LUMO (alpha / beta) (eV) = -8.4 / -9.3
- charge = +2
- E_HOMO (alpha / beta) (eV) = -10.6 / -10.6
- 2S+1 = 2

# C43H71BFO21S

9 unconnected molecules or ions with the total composition C43H71BFO21S in a non-equilibrium geometry (ωB97M-V/def2-TZVPD, the OMol25 dataset).

```
138
Properties=species:S:1:pos:R:3:mulliken_charge:R:1
C 3.932 2.091 4.826 -0.908
C 2.295 2.375 5.011 -0.363
C 1.935 3.507 3.834 -0.245
C 0.327 3.825 3.774 -0.824
C -0.495 3.007 2.614 -0.344
C -0.196 3.490 1.077 0.901
F -0.883 4.740 0.634 -0.402
O 1.183 3.727 0.622 -0.514
B 1.481 3.164 -0.713 1.330
C 2.117 4.117 -1.892 -0.505
C 1.897 3.340 -3.352 0.053
C 2.868 3.968 -4.550 -0.822
O 2.274 1.906 -3.255 -0.517
O 0.135 2.730 -1.223 -0.851
C -0.617 2.323 0.006 -0.424
S -0.044 0.558 0.244 0.903
C 0.508 -0.270 -1.384 -0.660
O 1.113 0.366 1.253 -0.590
O -1.255 -0.267 0.799 -0.535
H 4.550 3.094 4.855 0.239
H 4.155 1.508 3.819 0.227
H 4.279 1.432 5.731 0.318
H 2.021 2.745 6.090 0.295
H 1.744 1.388 4.687 0.173
H 2.395 3.085 2.843 0.075
H 2.482 4.531 4.110 0.262
H -0.121 3.455 4.817 0.310
H 0.179 4.988 3.757 0.342
H -0.340 1.865 2.819 0.191
H -1.652 3.218 2.817 0.190
H 2.218 2.227 -0.598 -0.332
H 3.263 4.307 -1.673 0.075
H 1.537 5.149 -1.841 0.143
H 0.761 3.467 -3.660 0.154
H 3.944 4.117 -4.109 0.121
H 2.942 3.165 -5.419 0.198
H 2.383 4.978 -4.888 0.258
H 1.486 1.395 -3.644 0.324
H -1.785 2.528 -0.121 -0.035
H 0.312 -1.426 -1.364 0.338
H -0.103 0.295 -2.232 0.196
H 1.663 -0.101 -1.490 0.296
O -7.951 0.060 1.219 -0.710
C -6.787 0.354 1.004 0.525
O -5.796 0.312 1.943 -0.400
C -4.591 0.823 1.375 -0.188
C -4.758 0.673 -0.115 -0.227
C -6.244 0.854 -0.300 -0.027
H -4.479 1.870 1.677 0.167
H -3.736 0.252 1.749 0.202
H -4.156 1.382 -0.689 0.315
H -4.471 -0.340 -0.420 0.122
H -6.513 1.907 -0.420 0.307
H -6.619 0.261 -1.137 -0.159
O 0.422 -3.507 -1.639 -0.720
C 0.636 -4.197 -0.656 0.405
O 1.756 -4.958 -0.479 -0.320
C 1.623 -5.714 0.724 0.214
C 0.608 -4.970 1.551 -0.236
C -0.297 -4.372 0.504 0.027
H 1.290 -6.725 0.467 0.254
H 2.592 -5.778 1.228 -0.417
H 0.085 -5.608 2.268 0.131
H 1.102 -4.166 2.111 0.234
H -1.098 -5.059 0.217 0.216
H -0.707 -3.412 0.828 0.149
O -12.189 4.644 2.945 -0.601
C -11.340 3.788 3.133 0.487
O -11.117 2.729 2.302 -0.327
C -10.132 1.876 2.883 -0.006
C -9.372 2.747 3.850 -0.488
C -10.427 3.716 4.320 -0.351
H -10.641 1.045 3.384 0.178
H -9.483 1.474 2.100 0.031
H -8.904 2.183 4.660 0.349
H -8.584 3.292 3.317 0.254
H -10.985 3.326 5.176 0.241
H -9.999 4.695 4.549 0.275
O -1.517 -6.284 3.858 -0.638
C -2.196 -5.305 4.120 0.606
O -1.913 -4.416 5.117 -0.350
C -2.971 -3.463 5.209 -0.529
C -3.649 -3.490 3.864 -0.167
C -3.474 -4.925 3.435 -0.398
H -3.643 -3.764 6.019 0.278
H -2.559 -2.476 5.438 0.340
H -4.693 -3.169 3.902 0.338
H -3.117 -2.831 3.167 0.022
H -4.281 -5.563 3.807 0.295
H -3.381 -5.011 2.350 0.212
O -6.330 -0.572 -4.534 -0.605
C -7.020 -1.327 -3.870 0.496
O -6.629 -1.887 -2.687 -0.331
C -7.635 -2.798 -2.245 -0.337
C -8.899 -2.360 -2.937 -0.512
C -8.387 -1.813 -4.245 -0.353
H -7.336 -3.812 -2.528 0.306
H -7.726 -2.745 -1.156 0.268
H -9.626 -3.168 -3.055 0.344
H -9.377 -1.556 -2.364 0.238
H -8.293 -2.594 -5.005 0.256
H -9.011 -0.992 -4.608 0.273
O 4.457 6.344 -4.452 -0.546
C 4.926 6.730 -5.511 0.523
O 4.180 7.120 -6.586 -0.341
C 5.050 7.401 -7.681 -0.409
C 6.392 7.686 -7.060 -0.490
C 6.386 6.802 -5.839 -0.415
H 5.075 6.527 -8.341 0.265
H 4.670 8.259 -8.243 0.297
H 7.229 7.493 -7.737 0.312
H 6.442 8.738 -6.752 0.261
H 6.752 5.796 -6.064 0.256
H 6.954 7.247 -5.019 0.288
O 4.253 -6.494 2.821 -0.632
C 5.087 -6.006 2.076 0.504
O 5.080 -6.144 0.718 -0.350
C 6.256 -5.540 0.180 -0.313
C 6.709 -4.553 1.224 -0.325
C 6.283 -5.215 2.511 -0.475
H 6.999 -6.323 -0.002 0.156
H 6.017 -5.049 -0.768 0.471
H 7.780 -4.338 1.177 0.224
H 6.168 -3.607 1.101 0.268
H 7.047 -5.900 2.888 0.273
H 6.014 -4.478 3.271 0.303
O 7.210 -4.118 -1.624 -0.576
C 8.374 -3.824 -1.839 0.457
O 9.365 -3.867 -0.900 -0.303
C 10.570 -3.356 -1.468 -0.459
C 10.403 -3.505 -2.957 -0.504
C 8.917 -3.324 -3.143 -0.468
H 10.682 -2.309 -1.165 0.280
H 11.425 -3.926 -1.094 0.305
H 11.005 -2.797 -3.531 0.322
H 10.690 -4.519 -3.263 0.267
H 8.647 -2.271 -3.262 0.287
H 8.542 -3.918 -3.980 0.293
```

- LUMO (eV) = 1.7
- charge = -1
- E_HOMO (eV) = -4.5